1.
C50H53N2O3P2RbS2 | ωB97M-V/def2-TZVPD

Structure (XYZ):
```
113
Properties=species:S:1:pos:R:3:lowdin_charge:R:1
Rb -0.62 0.73 0.56 0.86
C 0.28 0.09 3.76 -0.31
P 1.93 0.29 2.94 1.08
C 3.05 -0.24 4.28 -0.39
C 3.83 -1.38 4.05 -0.10
C 4.66 -1.87 5.05 -0.09
C 4.73 -1.23 6.27 -0.09
C 3.96 -0.10 6.51 -0.08
C 3.12 0.39 5.52 -0.10
C 2.19 2.11 2.89 -0.36
C 1.20 2.90 2.29 -0.14
C 1.40 4.25 2.05 -0.08
C 2.61 4.84 2.39 -0.10
C 3.60 4.07 2.98 -0.09
C 3.39 2.72 3.22 -0.09
C -0.35 -1.23 3.44 -0.45
C -0.11 -2.48 4.02 -0.09
C -0.86 -3.41 3.25 -0.09
C -1.50 -2.66 2.26 -0.44
C -2.39 -3.13 1.15 -0.29
P -1.91 -2.26 -0.41 1.03
C -0.25 -2.98 -0.70 -0.36
C -0.04 -4.24 -1.27 -0.09
C 1.24 -4.74 -1.45 -0.08
C 2.34 -4.00 -1.04 -0.08
C 2.15 -2.76 -0.44 -0.08
C 0.87 -2.26 -0.29 -0.12
C -2.91 -3.04 -1.73 -0.38
C -4.21 -3.48 -1.52 -0.09
C -5.00 -3.92 -2.58 -0.09
C -4.49 -3.92 -3.87 -0.10
C -3.20 -3.48 -4.10 -0.09
C -2.42 -3.04 -3.04 -0.13
N -1.19 -1.33 2.38 -0.05
H -0.36 0.92 3.42 0.02
H 0.35 0.23 4.85 0.09
H 3.76 -1.88 3.09 0.09
H 5.26 -2.76 4.86 0.10
H 5.39 -1.61 7.05 0.10
H 4.00 0.40 7.47 0.10
H 2.51 1.26 5.71 0.11
H 0.25 2.46 2.02 0.00
H 0.61 4.83 1.59 0.11
H 2.78 5.90 2.21 0.10
H 4.55 4.52 3.25 0.10
H 4.19 2.13 3.68 0.10
H 0.52 -2.69 4.87 0.08
H -0.93 -4.48 3.39 0.08
H -3.45 -2.91 1.34 0.07
H -2.30 -4.21 1.02 0.09
H -0.89 -4.83 -1.58 0.11
H 1.38 -5.72 -1.89 0.10
H 3.34 -4.39 -1.17 0.10
H 3.00 -2.18 -0.10 0.11
H 0.77 -1.29 0.18 0.00
H -4.63 -3.50 -0.52 0.10
H -6.00 -4.26 -2.39 0.10
H -5.11 -4.26 -4.70 0.10
H -2.78 -3.48 -5.10 0.10
H -1.40 -2.71 -3.22 0.07
O 1.43 0.91 -1.29 -0.63
S 2.71 0.76 -2.04 0.99
C 2.83 2.24 -3.09 -0.30
C 1.46 2.84 -3.43 -0.21
C 1.01 3.83 -2.35 -0.23
C -0.31 4.54 -2.61 -0.31
S -1.80 3.57 -2.22 1.00
O -1.39 2.55 -1.23 -0.67
C -1.97 2.65 -3.76 -0.38
C -2.12 3.30 -4.98 -0.09
C -2.30 2.54 -6.13 -0.08
C -2.35 1.15 -6.05 -0.07
C -2.22 0.52 -4.82 -0.06
C -2.03 1.27 -3.66 -0.07
C 2.39 -0.42 -3.33 -0.39
C 1.10 -0.86 -3.59 -0.06
C 0.91 -1.81 -4.59 -0.06
C 1.99 -2.31 -5.30 -0.07
C 3.28 -1.87 -5.02 -0.07
C 3.48 -0.93 -4.03 -0.09
H 3.40 1.95 -3.97 0.09
H 3.43 2.95 -2.52 0.09
H 0.72 2.05 -3.55 0.10
H 1.53 3.35 -4.39 0.12
H 1.77 4.61 -2.24 0.12
H 0.95 3.31 -1.39 0.09
H -0.40 4.89 -3.64 0.08
H -0.39 5.42 -1.96 0.09
H -2.11 4.38 -5.05 0.11
H -2.41 3.03 -7.09 0.11
H -2.49 0.56 -6.94 0.11
H -2.28 -0.56 -4.74 0.09
H -1.92 0.80 -2.69 0.10
H 0.28 -0.48 -3.00 0.10
H -0.09 -2.16 -4.82 0.09
H 1.82 -3.05 -6.07 0.11
H 4.13 -2.28 -5.57 0.11
H 4.49 -0.60 -3.78 0.11
C -4.03 0.52 2.58 -0.02
N -3.41 1.25 3.68 -0.13
C -3.67 0.82 5.04 -0.04
C -2.49 2.19 3.37 -0.53
C -1.86 2.97 4.50 0.01
O -2.15 2.40 2.20 -0.10
H -4.94 0.04 2.96 0.09
H -3.35 -0.24 2.20 0.06
H -4.30 1.21 1.79 0.09
H -4.02 -0.21 5.02 0.09
H -4.43 1.44 5.53 0.09
H -2.77 0.83 5.64 0.09
H -2.51 3.11 5.36 0.08
H -1.54 3.93 4.10 0.09
H -0.96 2.43 4.83 0.08
```

Computed properties:
ΔE to the lowest compared entry with this formula, charge and spin (kJ/mol): 49.61
2S+1: 1
Frontier orbital gap (hartree): 0.2219


2.
C50H54AsBIMnN6OSi | ωB97M-V/def2-TZVPD

Structure (XYZ):
```
116
Properties=species:S:1:pos:R:3:lowdin_charge:R:1
Mn 0.09 0.21 -0.16 0.73
B -0.75 -2.18 2.29 -0.42
N -0.31 -0.72 2.70 -0.06
C -0.02 -0.38 3.96 -0.08
C 0.64 0.84 3.96 -0.04
C 0.72 1.18 2.62 -0.17
N 0.16 0.22 1.87 -0.11
N -1.61 -2.15 0.99 -0.07
C -2.62 -2.98 0.72 -0.08
C -3.01 -2.80 -0.59 -0.05
C -2.15 -1.81 -1.06 -0.15
N -1.31 -1.43 -0.10 -0.02
H 0.23 -2.86 2.11 0.06
H -1.44 -2.58 3.19 0.07
H -0.29 -1.04 4.76 0.12
H 1.00 1.39 4.81 0.10
H 1.15 2.05 2.15 0.11
H -2.99 -3.64 1.48 0.12
H -3.79 -3.30 -1.12 0.09
H -2.11 -1.34 -2.03 0.09
C -2.71 2.92 4.56 -0.09
C -2.08 3.89 3.80 -0.08
C -1.75 3.64 2.48 -0.09
C -2.04 2.41 1.89 -0.30
C -2.69 1.44 2.67 -0.12
C -3.02 1.69 3.99 -0.08
Si -1.61 2.03 0.11 0.79
C -3.24 1.75 -0.80 -0.26
C -4.46 1.99 -0.16 -0.08
C -5.67 1.85 -0.82 -0.08
C -5.70 1.46 -2.15 -0.09
C -4.51 1.22 -2.81 -0.08
C -3.30 1.37 -2.14 -0.11
C -0.79 3.56 -0.64 -0.29
C -1.49 4.44 -1.46 -0.09
C -0.86 5.51 -2.08 -0.08
C 0.50 5.72 -1.89 -0.09
C 1.22 4.87 -1.06 -0.08
C 0.58 3.80 -0.45 -0.12
H -2.96 3.11 5.59 0.10
H -1.84 4.85 4.25 0.10
H -1.25 4.41 1.90 0.10
H -2.92 0.47 2.24 0.11
H -3.50 0.92 4.57 0.11
H -4.46 2.30 0.88 0.09
H -6.59 2.05 -0.29 0.10
H -6.65 1.35 -2.66 0.10
H -4.52 0.92 -3.85 0.10
H -2.39 1.17 -2.69 0.06
H -2.55 4.28 -1.64 0.10
H -1.43 6.18 -2.71 0.10
H 0.99 6.55 -2.38 0.10
H 2.28 5.02 -0.91 0.10
H 1.18 3.13 0.16 0.08
C 2.10 -7.48 -0.45 -0.05
C 2.25 -6.01 -0.19 -0.27
C 1.85 -5.07 -1.12 -0.02
C 2.01 -3.70 -0.91 -0.27
C 1.60 -2.82 -2.07 -0.07
C 2.57 -3.24 0.29 -0.28
As 2.71 -1.40 1.03 1.35
N 2.07 -0.23 -0.27 -0.33
C 2.86 0.82 -0.71 -0.42
C 2.95 1.11 -2.08 -0.08
C 3.64 2.21 -2.56 -0.10
C 4.29 3.07 -1.68 -0.12
C 4.23 2.80 -0.31 -0.09
C 3.52 1.70 0.16 -0.06
C 4.66 -1.11 0.93 -0.29
C 5.45 -1.43 -0.18 -0.25
C 4.87 -2.02 -1.43 -0.04
C 6.82 -1.20 -0.13 -0.01
C 7.43 -0.67 1.00 -0.27
C 8.92 -0.42 1.03 -0.05
C 6.64 -0.37 2.09 -0.02
C 5.26 -0.57 2.08 -0.30
C 4.50 -0.20 3.32 -0.08
C 2.96 -4.19 1.24 -0.29
C 3.55 -3.80 2.57 -0.09
C 2.81 -5.55 0.99 -0.02
H 1.50 -7.66 -1.34 0.07
H 1.61 -7.98 0.39 0.08
H 3.07 -7.96 -0.59 0.08
H 1.41 -5.40 -2.05 0.11
H 0.83 -3.33 -2.65 0.07
H 2.45 -2.65 -2.73 0.07
H 1.24 -1.85 -1.76 0.02
H 2.50 0.41 -2.78 0.07
H 3.70 2.39 -3.62 0.10
H 4.84 3.92 -2.04 0.10
H 4.74 3.45 0.39 0.10
H 3.49 1.51 1.23 0.09
H 3.93 -1.56 -1.69 0.04
H 4.69 -3.09 -1.31 0.09
H 5.56 -1.89 -2.26 0.08
H 7.42 -1.44 -1.00 0.11
H 9.40 -0.77 0.12 0.07
H 9.38 -0.94 1.88 0.08
H 9.13 0.64 1.14 0.08
H 7.10 0.06 2.98 0.12
H 5.08 0.50 3.92 0.08
H 4.30 -1.08 3.94 0.08
H 3.53 0.25 3.11 0.03
H 2.85 -3.17 3.14 0.06
H 4.48 -3.24 2.46 0.07
H 3.76 -4.69 3.16 0.08
H 3.13 -6.26 1.74 0.11
N 0.45 2.28 -3.43 0.25
C -0.05 1.06 -3.24 -0.64
O -0.08 0.49 -2.14 -0.12
C -0.59 0.34 -4.44 -0.56
I 1.02 -0.48 -5.58 0.87
H 0.86 2.79 -2.66 0.09
H 0.47 2.69 -4.35 0.13
H -1.14 1.00 -5.10 0.06
H -1.21 -0.50 -4.11 0.05
```

Computed properties:
ΔE to the lowest compared entry with this formula, charge and spin (kJ/mol): 5.35
2S+1: 5
<S²>: 6.2903
Frontier orbital gap (spin up / spin down) (hartree): 0.2207 / 0.2330


3.
C50H54Cl2N3O12Si2TeW | ωB97M-V/def2-TZVPD

Structure (XYZ):
```
125
Properties=species:S:1:pos:R:3:lowdin_charge:R:1
W 1.19 1.50 -0.38 1.83
O -2.75 2.66 2.43 0.13
C -3.75 2.49 1.58 -0.49
O -4.89 2.72 1.93 0.06
C -3.47 1.94 0.24 -0.05
C -4.43 1.85 -0.75 -0.56
Cl -5.95 2.59 -0.76 0.85
N -3.93 1.13 -1.79 -0.05
N -2.67 0.72 -1.52 0.22
C -2.35 1.21 -0.30 -0.13
C -1.03 1.09 0.22 -0.57
O -0.60 1.83 1.19 -0.16
O -0.21 0.13 -0.16 -0.25
C -4.52 0.83 -3.02 -0.18
C -3.71 0.74 -4.15 -0.01
C -4.27 0.43 -5.38 -0.07
C -5.63 0.21 -5.50 -0.10
C -6.43 0.31 -4.37 -0.09
C -5.89 0.59 -3.14 -0.05
H -1.85 2.43 2.05 0.08
H -2.65 0.90 -4.05 0.07
H -3.63 0.37 -6.25 0.11
H -6.06 -0.03 -6.46 0.10
H -7.50 0.16 -4.45 0.10
H -6.52 0.61 -2.27 0.07
O -2.01 6.73 0.92 0.13
C -1.28 5.79 0.63 -0.23
C 0.07 5.49 1.19 -0.24
O 0.73 6.19 1.97 0.11
C 0.46 4.22 0.58 -0.24
C -0.47 3.84 -0.40 -0.21
O -0.18 2.73 -1.08 -0.29
C -1.62 4.72 -0.40 -0.28
O -2.66 4.65 -1.03 0.08
O 1.46 3.44 0.78 -0.07
Cl 7.96 -0.61 -2.90 0.59
C 6.36 -0.47 -2.23 -0.71
C 5.68 -1.62 -1.87 -0.14
C 4.40 -1.49 -1.34 -0.04
C 3.77 -0.25 -1.18 -0.33
O 2.55 -0.18 -0.70 -0.27
C 4.51 0.94 -1.56 -0.16
C 3.97 2.22 -1.42 -0.17
O 2.75 2.47 -0.96 -0.30
C 5.82 0.78 -2.09 -0.09
H 6.14 -2.59 -2.00 0.09
H 3.83 -2.36 -1.04 0.11
H 4.56 3.09 -1.72 0.12
H 6.37 1.66 -2.38 0.10
C 2.15 -1.58 -4.00 -0.17
Si 0.72 -0.82 -2.93 0.53
C -0.82 -1.15 -4.02 -0.19
C 0.48 -2.17 -1.57 -0.17
C 1.11 1.00 -2.60 -0.40
Si 0.43 2.46 -3.58 0.52
C -1.36 3.18 -3.54 -0.16
C 1.62 3.96 -3.32 -0.17
C 0.62 2.16 -5.48 -0.20
H 1.95 -2.62 -4.23 0.02
H 3.10 -1.53 -3.50 0.00
H 2.24 -1.04 -4.94 0.01
H -0.79 -2.14 -4.45 0.02
H -0.91 -0.45 -4.84 -0.01
H -1.72 -1.08 -3.41 0.00
H -0.55 -2.19 -1.21 0.02
H 1.12 -1.95 -0.72 0.00
H 0.72 -3.17 -1.93 0.03
H 2.19 1.07 -2.82 0.02
H -1.99 2.67 -2.83 -0.01
H -1.85 3.16 -4.51 0.02
H -1.32 4.22 -3.22 0.03
H 1.72 4.19 -2.26 0.01
H 1.25 4.86 -3.82 0.02
H 2.62 3.75 -3.70 0.02
H 0.08 1.27 -5.79 -0.01
H 1.65 2.02 -5.77 0.01
H 0.22 3.00 -6.04 0.01
C 3.58 2.45 2.45 0.01
C 2.34 1.55 2.46 -0.73
O 1.75 1.32 3.55 -0.15
N 2.03 0.97 1.35 -0.20
Te 0.37 -0.43 2.42 1.82
C 0.64 -1.33 4.46 -0.25
C 1.89 -1.58 5.05 -0.30
C 3.16 -1.17 4.38 -0.07
C 1.98 -2.13 6.33 -0.03
C 0.85 -2.42 7.08 -0.29
C 0.93 -3.03 8.45 -0.07
C -0.38 -2.09 6.53 -0.03
C -0.49 -1.55 5.26 -0.29
C -1.86 -1.15 4.79 -0.08
C -0.48 -2.45 1.85 -0.28
C 0.36 -3.56 1.70 -0.30
C 1.84 -3.43 1.89 -0.07
C -0.15 -4.80 1.35 -0.03
C -1.50 -4.98 1.12 -0.28
C -2.06 -6.32 0.74 -0.06
C -2.33 -3.87 1.20 -0.03
C -1.84 -2.62 1.55 -0.31
C -2.83 -1.49 1.54 -0.08
H 4.10 2.36 3.40 0.07
H 3.27 3.48 2.30 0.07
H 4.22 2.15 1.62 0.07
H 3.02 -1.08 3.30 0.04
H 3.97 -1.87 4.59 0.08
H 3.43 -0.19 4.77 0.08
H 2.95 -2.31 6.76 0.11
H 1.96 -3.24 8.72 0.06
H 0.36 -3.95 8.48 0.07
H 0.52 -2.35 9.20 0.07
H -1.27 -2.24 7.13 0.11
H -2.56 -1.11 5.63 0.07
H -2.23 -1.87 4.06 0.06
H -1.79 -0.17 4.32 0.05
H 2.18 -2.46 1.51 0.04
H 2.35 -4.24 1.36 0.07
H 2.09 -3.49 2.95 0.08
H 0.52 -5.64 1.27 0.11
H -1.34 -7.12 0.92 0.07
H -2.33 -6.33 -0.32 0.08
H -2.96 -6.55 1.32 0.07
H -3.38 -3.98 0.99 0.11
H -3.74 -1.77 2.06 0.09
H -3.10 -1.26 0.51 0.08
H -2.41 -0.59 2.00 0.03
```

Computed properties:
ΔE to the lowest compared entry with this formula, charge and spin (kJ/mol): 492.12
Total charge: -2
2S+1: 2
<S²>: 1.2026
Frontier orbital gap (spin up / spin down) (hartree): 0.1726 / 0.2038


4.
C50H55F13N8O3S | ωB97M-V/def2-TZVPD

Structure (XYZ):
```
130
Properties=species:S:1:pos:R:3:lowdin_charge:R:1
O 1.01 -2.22 0.00 0.01
C 1.93 -1.58 -0.58 -0.26
C 2.26 -0.06 -0.24 -0.03
C 1.14 0.52 0.76 -0.14
C 2.04 1.53 1.69 -0.33
O 2.45 1.35 2.85 0.10
O 2.29 2.67 0.84 -0.06
C 1.19 2.78 -0.10 -0.17
C 0.10 1.63 0.24 -0.20
C -0.68 1.43 -1.14 -0.12
C -2.26 1.67 -0.89 -0.05
C -3.09 0.28 -0.67 -0.27
F -4.04 0.59 0.36 0.05
F -2.09 -0.66 -0.23 0.05
C -3.74 -0.10 -2.07 -0.19
F -4.54 0.93 -2.65 0.07
F -2.62 -0.22 -2.99 0.08
C -4.46 -1.56 -2.13 -0.21
F -3.44 -2.51 -1.97 0.11
F -4.84 -1.67 -3.52 0.07
C -5.79 -1.71 -1.30 -0.27
F -6.77 -2.30 -2.17 0.06
F -6.38 -0.45 -0.96 0.07
S -5.78 -2.75 0.25 1.00
F -5.28 -4.13 -0.51 -0.14
F -4.27 -2.29 0.75 -0.15
F -6.41 -1.44 1.13 -0.19
F -7.39 -3.19 -0.07 -0.18
F -5.91 -3.65 1.67 -0.16
C 2.74 -2.37 -1.74 -0.08
C 2.76 -1.68 -3.14 -0.01
C 3.48 -2.41 -4.32 -0.05
C 4.17 -3.83 -4.07 -0.07
C 4.16 -4.46 -2.65 -0.08
C 3.44 -3.75 -1.46 0.01
H 3.28 0.04 0.31 0.16
H 2.35 0.53 -1.21 0.12
H 0.71 -0.19 1.55 0.16
H 0.68 3.80 -0.17 0.14
H 1.67 2.59 -1.14 0.13
H -0.50 1.91 1.18 0.17
H -0.35 2.30 -1.83 0.12
H -0.43 0.48 -1.71 0.13
H -2.67 2.31 -1.74 0.12
H -2.36 2.25 0.09 0.13
H 2.25 -0.67 -3.28 0.09
H 3.48 -1.89 -5.34 0.09
H 4.65 -4.32 -4.98 0.09
H 4.65 -5.46 -2.46 0.09
H 3.40 -4.19 -0.40 0.11
C -0.81 -5.11 3.48 -0.11
C -0.69 -6.18 2.56 -0.11
C -0.42 -5.63 1.33 -0.13
N -0.37 -4.27 1.48 0.02
C -0.61 -3.95 2.79 -0.18
H -1.03 -5.19 4.54 0.10
H -0.79 -7.24 2.77 0.09
H -0.25 -6.09 0.37 0.11
H -0.19 -3.61 0.74 0.10
H -0.61 -2.92 3.11 0.10
C 4.23 7.42 -0.41 -0.11
C 3.16 7.63 -1.32 -0.14
C 2.39 6.50 -1.31 -0.14
N 2.96 5.61 -0.43 0.02
C 4.07 6.17 0.12 -0.12
H 5.02 8.12 -0.17 0.09
H 2.98 8.52 -1.91 0.09
H 1.49 6.24 -1.85 0.11
H 2.60 4.69 -0.23 0.09
H 4.66 5.63 0.85 0.11
C 3.55 8.07 -6.83 -0.12
C 2.72 6.97 -6.52 -0.12
C 2.84 6.73 -5.18 -0.15
N 3.71 7.65 -4.66 0.01
C 4.15 8.48 -5.66 -0.14
H 3.69 8.52 -7.80 0.09
H 2.11 6.40 -7.21 0.09
H 2.38 5.99 -4.54 0.10
H 3.99 7.71 -3.69 0.11
H 4.84 9.28 -5.46 0.10
C -6.57 -2.42 4.35 -0.11
C -7.38 -3.54 4.66 -0.11
C -7.25 -3.79 6.01 -0.14
N -6.38 -2.86 6.52 0.00
C -5.97 -2.02 5.51 -0.15
H -6.45 -1.97 3.38 0.06
H -8.00 -4.11 3.98 0.09
H -7.69 -4.54 6.64 0.10
H -6.10 -2.80 7.48 0.14
H -5.29 -1.21 5.71 0.10
C 4.29 -5.46 3.97 -0.12
C 4.78 -4.18 3.61 -0.12
C 3.70 -3.42 3.23 -0.15
N 2.57 -4.20 3.35 0.02
C 2.93 -5.44 3.80 -0.13
H 4.87 -6.30 4.31 0.09
H 5.81 -3.85 3.62 0.09
H 3.63 -2.40 2.89 0.10
H 1.63 -3.90 3.13 0.10
H 2.18 -6.20 3.96 0.10
C -2.86 -2.27 6.68 -0.12
C -1.77 -1.96 5.83 -0.10
C -0.90 -1.18 6.54 -0.13
N -1.41 -0.99 7.79 0.00
C -2.61 -1.66 7.89 -0.14
H -3.73 -2.86 6.45 0.07
H -1.65 -2.29 4.80 0.06
H 0.05 -0.74 6.26 0.11
H -0.98 -0.46 8.52 0.15
H -3.18 -1.64 8.81 0.10
C -5.13 5.87 -3.65 -0.11
C -5.26 4.99 -4.75 -0.11
C -5.33 3.71 -4.25 -0.14
N -5.25 3.79 -2.89 -0.01
C -5.13 5.10 -2.51 -0.14
H -5.05 6.95 -3.68 0.09
H -5.29 5.26 -5.80 0.09
H -5.43 2.76 -4.75 0.10
H -5.27 3.00 -2.26 0.12
H -5.06 5.37 -1.47 0.10
C 7.75 -0.63 -4.02 -0.11
C 8.12 -0.34 -2.69 -0.12
C 7.49 -1.26 -1.88 -0.14
N 6.75 -2.08 -2.68 0.01
C 6.90 -1.71 -3.99 -0.15
H 8.06 -0.10 -4.91 0.09
H 8.78 0.45 -2.35 0.09
H 7.51 -1.39 -0.81 0.10
H 6.18 -2.85 -2.35 0.11
H 6.40 -2.25 -4.77 0.09
```

Computed properties:
2S+1: 1
SMILES string: O=C(C[C@H]1C(=O)OC[C@H]1CCC(F)(F)C(F)(F)C(F)(F)C(F)(F)S(F)(F)(F)(F)F)c1ccccc1.c1cc[nH]c1.c1cc[nH]c1.c1cc[nH]c1.c1cc[nH]c1.c1cc[nH]c1.c1cc[nH]c1.c1cc[nH]c1.c1cc[nH]c1
Frontier orbital gap (hartree): 0.2328


Which value of 2S+1 does entry 2 give? 5